Entry 1:
The following is a quantum chemistry calculation of C26H32GeN2O7P2RhSi as an isolated structure at a distorted geometry, from the Open Molecules 2025 dataset.

Computed properties:
**Spin multiplicity**: 6
**ΔE to the lowest compared entry with this formula, charge and spin**: 0.0 kJ/mol
**Kohn-Sham gap (spin up / spin down)**: 7.17 / 5.36 eV

The geometry in XYZ format:
```
72
Properties=species:S:1:pos:R:3:lowdin_charge:R:1
Rh 1.1796 0.4515 0.9061 1.09
O 1.5131 -2.9868 3.3571 -0.14
P 2.5768 -1.9118 2.7915 0.24
O 3.9396 -2.4360 2.8401 -0.26
O 2.0197 -1.4357 1.4211 -0.47
O 2.3371 -0.7307 3.8992 -0.25
P 1.7505 0.7202 3.5274 0.14
O 1.8573 1.4111 4.9361 -0.08
O 2.6251 1.4145 2.5194 -0.32
O 0.3251 0.6268 3.0454 -0.37
H 1.9411 -3.8421 3.4497 0.08
H 1.8000 0.8262 5.6958 0.09
C -2.4105 2.3750 1.1456 0.00
C -1.4628 2.7520 0.0658 -0.29
C -1.7926 3.7598 -0.9318 0.03
C -0.8891 4.0876 -1.9316 -0.04
C 0.3880 3.5111 -1.8835 0.05
C 0.6685 2.5569 -0.8331 -0.40
N -0.3000 2.1873 0.0791 0.11
N 1.7565 1.8805 -0.6268 -0.04
Si 3.4661 2.0937 -1.0615 0.42
C 4.1478 3.3759 0.0638 -0.15
C 3.6987 2.5262 -2.8989 -0.17
C 4.2906 0.4745 -0.7812 -0.17
H -3.2778 1.8434 0.7074 0.08
H -2.8261 3.2878 1.6111 0.10
H -1.9065 1.7478 1.9206 0.09
H -2.7992 4.1868 -0.9053 0.13
H -1.1548 4.8152 -2.6722 0.11
H 1.1763 3.7624 -2.6000 0.10
H 3.6692 4.3486 -0.0687 0.04
H 5.2106 3.4988 -0.0198 0.04
H 3.8660 3.0808 1.0728 0.02
H 3.2168 3.4422 -3.2360 0.01
H 3.2531 1.7220 -3.4884 0.03
H 4.7688 2.6324 -3.1591 0.04
H 4.2424 0.2041 0.2788 0.03
H 5.3272 0.4732 -1.1431 0.05
H 3.7868 -0.3132 -1.3302 0.03
C -1.6104 -1.7982 3.1737 -0.24
Ge -1.0065 -1.6998 1.2658 1.07
C -0.5572 -3.4906 0.4078 -0.30
C -1.4475 -4.5499 0.3990 -0.12
C -1.1860 -5.7270 -0.2821 -0.10
C -0.0104 -5.8560 -0.9801 -0.10
C 0.8813 -4.7997 -1.0259 -0.09
C 0.6086 -3.6217 -0.3471 -0.14
C -2.6588 -1.0398 0.1927 -0.23
C -3.9148 -0.8840 0.7284 -0.12
C -4.9421 -0.1774 0.0800 -0.10
C -4.7560 0.3262 -1.1715 -0.05
C -3.5085 0.1810 -1.8029 -0.19
C -3.2771 0.7209 -3.0805 -0.04
C -1.9838 0.8213 -3.5216 -0.08
C -0.9241 0.1870 -2.8251 -0.09
C -1.2007 -0.5382 -1.7152 -0.08
C -2.4652 -0.4831 -1.0988 -0.20
H -2.4191 -2.5460 3.2680 0.02
H -1.9838 -0.8419 3.5544 0.01
H -0.7670 -2.1386 3.7718 -0.01
H -2.3950 -4.4620 0.9399 0.10
H -1.9785 -6.4711 -0.2727 0.10
H 0.1860 -6.8144 -1.4669 0.11
H 1.8050 -4.8607 -1.5847 0.10
H 1.3305 -2.7914 -0.3325 0.08
H -4.1253 -1.2454 1.7420 0.10
H -5.9148 -0.0689 0.5560 0.11
H -5.5413 0.8657 -1.6863 0.11
H -4.1321 1.0991 -3.6455 0.12
H -1.7380 1.2711 -4.4747 0.10
H 0.0716 0.1682 -3.2507 0.11
H -0.4180 -1.1546 -1.2775 0.07
```

Entry 2:
The following is a quantum chemistry calculation of C26H33B2F4N7O2S2Ti as an isolated structure at a distorted geometry, from the Open Molecules 2025 dataset.

Computed properties:
**Spin multiplicity**: 3
**Kohn-Sham gap (spin up / spin down)**: 5.23 / 6.13 eV
**Net charge**: -2

The geometry in XYZ format:
```
77
Properties=species:S:1:pos:R:3:lowdin_charge:R:1
Ti -0.3459 0.1692 -0.4587 0.76
C 0.6514 0.5657 2.5140 -0.07
N 0.4980 1.9770 2.2184 -0.15
C 1.6409 2.5457 1.5299 -0.19
C 2.0640 1.9297 0.1991 -0.20
N 1.0730 1.9323 -0.9028 -0.23
C 0.5044 3.2956 -0.9893 -0.09
C 1.6545 1.5290 -2.1873 -0.28
C 3.0101 1.2129 -2.2747 -0.06
C 3.5919 0.8243 -3.4737 -0.12
C 2.8015 0.7635 -4.6120 -0.13
C 1.4574 1.0622 -4.5239 -0.16
C 0.8245 1.4266 -3.3265 -0.68
S -0.9142 1.6283 -3.3006 0.49
C 0.2073 2.7480 3.4146 -0.28
C 1.0763 2.6083 4.4961 -0.06
C 0.9073 3.3074 5.6786 -0.13
C -0.1651 4.1893 5.7662 -0.14
C -1.0211 4.3402 4.6977 -0.17
C -0.8867 3.6281 3.4892 -0.67
S -2.0123 3.9499 2.1875 0.46
H -0.1678 0.2246 3.1452 0.10
H 1.6173 0.3143 2.9898 0.09
H 0.6126 -0.0696 1.6168 0.03
H 2.5518 2.4606 2.1604 0.12
H 1.4499 3.6131 1.4113 0.12
H 2.4291 0.9081 0.3382 0.11
H 2.9156 2.5537 -0.1171 0.12
H 1.3258 4.0206 -1.0867 0.10
H -0.0788 3.4987 -0.0922 0.05
H -0.1510 3.3479 -1.8546 0.00
H 3.6268 1.2196 -1.3921 0.09
H 4.6415 0.5586 -3.4999 0.08
H 3.2229 0.4624 -5.5649 0.08
H 0.8242 0.9862 -5.3997 0.08
H 1.9066 1.9181 4.3978 0.10
H 1.5930 3.1688 6.5059 0.08
H -0.3388 4.7645 6.6692 0.08
H -1.8535 5.0303 4.7673 0.07
C -3.0800 -3.0789 -2.7214 -0.08
N -3.7871 -2.1582 -1.8554 -0.17
C -5.0159 -1.6589 -2.4527 -0.07
C -2.9781 -1.1948 -1.2298 -0.41
N -1.7931 -0.8877 -1.5909 0.07
N -3.6316 -0.5967 -0.1690 0.14
C -3.2010 0.4896 0.5942 -0.49
N -4.0498 0.7388 1.6688 0.15
N -2.1687 1.1691 0.2941 0.09
H -3.7268 -3.9360 -2.9156 0.08
H -2.1707 -3.4230 -2.2303 0.09
H -2.8108 -2.6286 -3.6895 0.09
H -5.6850 -2.4982 -2.6526 0.08
H -4.8162 -1.1328 -3.3973 0.09
H -5.5128 -0.9722 -1.7731 0.08
H -1.5139 -1.2980 -2.4733 0.06
H -4.2423 -1.2367 0.3182 0.13
H -4.1605 -0.0899 2.2436 0.08
H -3.6786 1.5068 2.2294 0.06
H -2.0290 1.9442 0.9613 -0.04
O 0.7237 -2.9288 -1.1055 0.07
B 1.1658 -1.5646 -0.7858 -0.33
O 2.6084 -1.6812 -0.7053 0.07
C 2.9566 -2.9601 -0.9518 -0.24
C 4.2128 -3.5273 -0.9785 -0.01
C 4.2963 -4.8955 -1.2558 -0.13
C 3.1547 -5.6486 -1.4937 -0.13
C 1.8847 -5.0652 -1.4646 -0.01
C 1.8086 -3.7149 -1.1916 -0.25
H 5.0921 -2.9264 -0.7883 0.11
H 5.2680 -5.3743 -1.2844 0.08
H 3.2481 -6.7080 -1.7003 0.08
H 0.9881 -5.6443 -1.6396 0.11
F -3.2493 -2.6622 1.6955 0.08
B -2.0091 -2.2209 2.2243 -1.26
F -2.2742 -1.3128 3.2561 0.10
F -1.2742 -3.2958 2.6803 0.13
F -1.2932 -1.5408 1.1932 0.07
```

Entry 3:
The following is a quantum chemistry calculation of a single C26H33ClN4O3 molecule, from the Open Molecules 2025 dataset.

Computed properties:
**ΔE to the lowest compared entry with this formula, charge and spin**: 9.9 kJ/mol
**Kohn-Sham gap**: 9.06 eV

The geometry in XYZ format:
```
67
Properties=species:S:1:pos:R:3:lowdin_charge:R:1
O 1.7274 -3.6914 -1.2740 0.05
C 1.5227 -2.6499 -0.6761 -0.51
C 1.3968 -2.6128 0.8449 -0.08
C 0.0042 -3.1486 1.2097 -0.08
C -1.0168 -2.1605 0.6735 -0.42
O -0.8823 -0.9677 0.8548 0.06
N -2.0523 -2.6657 -0.0677 0.02
C -2.5613 -4.0169 0.0509 -0.10
C -4.0576 -3.9280 0.3586 -0.15
O -4.7556 -3.3172 -0.6987 -0.02
C -4.1353 -2.2314 -1.2440 -0.20
C -4.8650 -1.4933 -2.1699 0.01
C -4.3165 -0.3895 -2.7888 -0.10
C -3.0174 -0.0256 -2.4718 -0.65
Cl -2.3044 1.3398 -3.2569 0.70
C -2.2700 -0.7435 -1.5589 -0.02
C -2.8216 -1.8556 -0.9290 -0.11
N 1.3194 -1.4724 -1.2837 0.08
C 1.4312 -1.3020 -2.7139 -0.16
C 2.3383 -0.1189 -3.0486 -0.15
C 1.7227 1.2151 -2.6184 -0.20
N 1.5054 1.2970 -1.1796 -0.20
C 0.5009 2.2888 -0.8299 -0.17
C 0.2146 2.2254 0.6651 -0.16
N 1.4310 2.5176 1.4039 -0.17
C 1.2013 2.5601 2.8372 -0.16
C 2.4012 3.1014 3.5652 -0.23
C 3.0460 4.2340 3.0821 -0.04
C 4.1450 4.7514 3.7417 -0.08
C 4.6101 4.1465 4.8982 -0.10
C 3.9725 3.0199 5.3868 -0.09
C 2.8761 2.4985 4.7211 -0.05
C 2.4463 1.5445 1.0559 -0.16
C 2.7233 1.5909 -0.4422 -0.16
H 2.1594 -3.2631 1.2738 0.12
H 1.5181 -1.5998 1.2262 0.09
H -0.0959 -3.2179 2.2954 0.13
H -0.0992 -4.1370 0.7672 0.11
H -2.0670 -4.5490 0.8600 0.12
H -2.4117 -4.5573 -0.8910 0.15
H -4.4961 -4.9207 0.4792 0.13
H -4.2022 -3.3527 1.2841 0.14
H -5.8712 -1.8109 -2.3898 0.12
H -4.8864 0.1788 -3.5057 0.11
H -1.2620 -0.4440 -1.3304 0.09
H 1.1895 -0.5979 -0.7767 0.10
H 0.4367 -1.1353 -3.1463 0.12
H 1.8352 -2.2326 -3.1217 0.12
H 2.4967 -0.0896 -4.1277 0.11
H 3.3084 -0.2646 -2.5718 0.11
H 0.7493 1.3149 -3.1059 0.10
H 2.3601 2.0436 -2.9722 0.12
H -0.4165 2.0753 -1.3808 0.07
H 0.8401 3.3055 -1.0916 0.13
H -0.5370 2.9769 0.9185 0.13
H -0.1847 1.2298 0.9145 0.11
H 0.3516 3.2292 3.0133 0.13
H 0.9322 1.5655 3.2373 0.13
H 2.6775 4.6942 2.1780 0.11
H 4.6405 5.6308 3.3563 0.10
H 5.4673 4.5515 5.4159 0.10
H 4.3313 2.5427 6.2874 0.10
H 2.3838 1.6156 5.1048 0.11
H 3.3618 1.7801 1.6041 0.13
H 2.1283 0.5222 1.3350 0.12
H 3.4850 0.8485 -0.6893 0.12
H 3.1115 2.5906 -0.7035 0.13
```